107
Properties=species:S:1:pos:R:3:forces:R:3:lowdin_charge:R:1 method="wB97M-V/def2-TZVPD" total_energy_ha=-4015.30738 total_charge=-1 e_homo_ev="-4.4 / -4.4" lumo_ev="2.0 / 2.0" s2=0.755 spin_multiplicity=2
Ru -0.92892 -0.99156 1.42338 -0.20 -0.42 -0.33 1.495
O -0.71708 -2.07338 3.03007 -0.04 0.09 0.06 -0.186
C -1.71400 -2.49139 3.77934 0.02 0.06 -0.02 -0.325
C -1.41652 -2.84611 5.10864 0.02 -0.01 0.00 -0.017
C -2.38406 -3.33427 5.95668 -0.10 -0.02 -0.03 -0.103
C -3.70091 -3.49830 5.51479 0.09 0.02 0.05 -0.119
C -4.00667 -3.15556 4.21657 -0.01 0.03 -0.02 -0.068
C -3.04539 -2.64686 3.33359 0.05 0.06 -0.04 -0.150
C -3.47785 -2.34165 1.98585 0.11 0.14 -0.35 -0.066
N -2.76380 -1.78172 1.07475 -0.20 -0.23 0.31 -0.111
N -3.38345 -1.58991 -0.14845 0.14 -0.05 -0.03 0.086
C -2.51199 -1.14331 -1.02058 -0.10 0.06 -0.03 -0.474
O -1.26670 -0.99926 -0.82891 0.03 0.16 0.32 -0.137
C -3.05881 -0.73109 -2.35433 0.02 -0.03 0.02 -0.131
C -4.41299 -0.83722 -2.66229 0.03 -0.01 0.01 -0.033
C -4.88537 -0.39287 -3.88676 -0.01 0.01 -0.01 -0.095
C -4.01351 0.16558 -4.81526 0.00 -0.01 0.01 -0.112
C -2.66393 0.27473 -4.51113 -0.03 -0.03 0.00 -0.104
C -2.19044 -0.17144 -3.28470 -0.01 -0.07 0.00 -0.041
H -0.39450 -2.70688 5.43674 0.00 0.00 0.01 0.113
H -2.12004 -3.58615 6.97694 0.00 -0.01 0.01 0.093
H -4.46607 -3.87617 6.17953 0.00 -0.01 0.01 0.087
H -5.02185 -3.26904 3.85184 -0.01 0.00 0.00 0.105
H -4.49504 -2.60617 1.70565 0.02 0.01 0.00 0.126
H -5.07823 -1.25821 -1.92135 -0.01 0.00 0.01 0.104
H -5.94068 -0.47371 -4.11742 -0.01 0.00 0.00 0.094
H -4.38701 0.51739 -5.76944 0.00 0.00 -0.01 0.091
H -1.98063 0.71621 -5.22712 0.01 0.00 0.00 0.099
H -1.14650 -0.08205 -3.01262 0.02 0.01 0.00 0.106
C 6.46948 -2.40248 0.71966 -0.01 0.00 -0.03 -0.045
C 5.64883 -2.77165 -0.50936 0.00 0.01 0.01 -0.310
C 6.04038 -4.15201 -1.01477 -0.01 -0.01 -0.01 -0.154
C 5.24552 -4.51476 -2.25646 0.00 0.01 0.02 -0.135
C 3.77322 -4.41175 -1.97067 0.00 0.00 -0.02 -0.142
C 2.85900 -5.16676 -2.67114 -0.02 0.03 0.03 0.042
C 1.49995 -5.04676 -2.40249 0.03 0.00 0.00 -0.258
F 0.64446 -5.79885 -3.12688 0.00 0.00 -0.01 0.058
C 1.02438 -4.20143 -1.44409 -0.01 0.01 0.03 0.086
C 1.93987 -3.43864 -0.70775 0.00 0.00 0.01 -0.029
C 1.41181 -2.51404 0.30994 -0.06 -0.06 0.03 -0.267
O 0.19388 -2.55704 0.54585 -0.03 0.13 -0.07 -0.069
C 2.37373 -1.66189 0.93032 0.04 0.03 -0.01 -0.019
C 3.68917 -1.84347 0.63420 -0.04 -0.05 0.01 0.021
N 4.19492 -2.74341 -0.23629 0.00 0.02 -0.01 0.028
C 3.31105 -3.53332 -0.97074 0.01 -0.02 0.00 -0.073
C 2.07797 -0.52778 1.90644 -0.09 0.08 -0.08 -0.609
O 3.04558 -0.03827 2.49252 0.05 0.01 -0.01 0.013
O 0.88516 -0.10490 1.97550 0.02 -0.05 0.08 -0.128
H 7.52049 -2.59621 0.50318 0.00 0.00 0.00 0.082
H 6.17415 -3.01093 1.57568 0.00 -0.01 0.00 0.100
H 6.38052 -1.35454 0.99600 0.00 0.01 0.00 0.079
H 5.85355 -2.04491 -1.30587 -0.02 -0.01 0.00 0.155
H 5.85790 -4.88422 -0.22239 0.01 0.00 0.00 0.135
H 7.11064 -4.15029 -1.22584 0.00 -0.01 0.01 0.118
H 5.48583 -5.52303 -2.59653 0.00 0.00 0.00 0.118
H 5.51439 -3.83228 -3.06958 0.00 0.00 -0.01 0.126
H 3.18835 -5.85352 -3.44077 0.00 -0.01 0.00 0.127
H -0.03206 -4.09057 -1.24087 0.00 0.00 0.00 0.141
H 4.38323 -1.20895 1.16358 0.01 0.01 0.01 0.123
Cl -1.88481 2.28424 4.81213 -0.08 -0.07 0.22 0.622
C -3.30211 1.81472 3.85513 -0.02 -0.01 -0.03 -0.982
Cl -4.43249 0.84761 4.84519 0.07 -0.01 -0.03 0.574
C -2.96729 1.02502 2.56138 -0.15 -0.11 -0.29 -0.773
O -3.76475 1.17395 1.64734 0.03 0.10 -0.03 0.024
O -1.92595 0.31463 2.64196 0.34 0.02 0.26 -0.168
H -3.82711 2.72337 3.58448 -0.01 -0.03 0.00 0.055
O -0.93720 1.28283 0.24674 0.09 0.19 0.12 -0.265
P -0.37850 2.49324 -0.37949 -0.06 -0.10 0.01 0.558
N 0.26429 3.45989 0.80916 -0.13 -0.02 -0.06 -0.158
C 0.56594 4.88574 0.67064 0.04 -0.01 -0.07 -0.221
C 0.26675 5.47113 2.04971 0.01 0.00 0.02 -0.177
C 0.58141 4.30106 2.98006 0.00 0.02 0.00 -0.177
C 0.00774 3.11170 2.22756 -0.07 -0.02 -0.07 -0.206
N 0.75166 2.10381 -1.53932 0.03 0.02 0.06 -0.168
C 1.56400 0.90488 -1.22279 -0.01 0.02 -0.01 -0.182
C 2.83232 1.10220 -2.04311 -0.02 0.00 0.00 -0.168
C 3.02132 2.61693 -1.98771 0.02 -0.01 0.01 -0.173
C 1.59415 3.12005 -2.18503 -0.05 0.01 -0.02 -0.209
N -1.43773 3.45179 -1.21903 0.10 0.21 0.05 -0.179
C -1.66467 3.33752 -2.66738 -0.02 -0.18 -0.06 -0.194
C -3.10788 3.80449 -2.85812 0.02 0.00 0.01 -0.170
C -3.77196 3.40527 -1.54312 -0.04 -0.03 -0.03 -0.160
C -2.70351 3.76009 -0.51804 0.06 0.05 -0.03 -0.184
H -0.03627 5.33733 -0.12234 0.01 0.00 -0.01 0.099
H 1.62432 5.03900 0.42160 -0.01 0.00 -0.01 0.102
H -0.79370 5.72709 2.12199 -0.01 0.00 0.01 0.108
H 0.85041 6.36914 2.25642 -0.01 0.01 -0.01 0.102
H 0.14703 4.40356 3.97399 -0.01 0.00 -0.01 0.090
H 1.66318 4.18573 3.08662 0.01 0.01 0.01 0.115
H -1.06996 3.02580 2.41027 0.18 0.03 -0.08 0.070
H 0.46439 2.16052 2.48780 -0.03 -0.05 0.00 0.101
H 1.00677 -0.00181 -1.45791 -0.02 -0.01 0.00 0.105
H 1.80663 0.88290 -0.15844 0.00 -0.01 0.02 0.100
H 2.67553 0.78126 -3.07693 0.01 -0.01 0.00 0.111
H 3.67391 0.54419 -1.63196 0.02 -0.02 0.01 0.099
H 3.71284 3.00586 -2.73624 0.00 0.01 0.00 0.104
H 3.38053 2.90376 -0.99584 0.00 0.00 0.00 0.114
H 1.35915 3.17942 -3.25456 -0.01 0.01 0.00 0.105
H 1.43293 4.11153 -1.75910 -0.01 0.01 0.00 0.095
H -1.55035 2.30110 -2.99799 0.00 0.14 0.03 0.084
H -0.95568 3.95184 -3.22915 -0.01 0.02 0.02 0.100
H -3.56861 3.35230 -3.73655 0.00 -0.02 0.01 0.100
H -3.14002 4.89192 -2.97245 0.00 0.01 -0.02 0.105
H -3.95310 2.32842 -1.51849 0.01 -0.02 0.02 0.116
H -4.71519 3.92014 -1.36136 -0.01 -0.01 0.02 0.109
H -2.80347 3.16499 0.39114 0.00 0.00 0.00 0.094
H -2.74734 4.82684 -0.26328 0.01 -0.01 0.03 0.110


96
Properties=species:S:1:pos:R:3:forces:R:3:lowdin_charge:R:1 method="wB97M-V/def2-TZVPD" total_energy_ha=-2455.05236 total_charge=0 e_homo_ev="-7.9 / -8.5" lumo_ev="-1.1 / -1.1" s2=0.754 spin_multiplicity=2
C -0.42502 -1.85228 -1.78424 0.29 0.05 -0.20 -0.094
C 0.49998 -0.70692 -1.37794 -0.46 -0.23 0.74 -0.241
C -0.24183 0.39123 -0.61446 0.08 0.30 -1.12 -0.202
C -1.06175 1.27849 -1.59589 0.37 0.36 0.80 -0.345
C -0.22948 2.51685 -1.99163 -0.62 -0.22 -0.45 -0.059
C -2.49299 1.64129 -1.07734 0.65 -0.15 -0.33 -0.489
P -2.34643 2.52874 0.52407 -1.58 0.31 0.81 0.827
N -3.70730 2.78314 1.29578 0.65 0.02 -0.30 -0.269
C -3.18915 2.45388 -2.18312 0.03 -0.68 0.47 -0.097
C -4.70441 2.67389 -2.04957 0.24 1.68 0.37 -0.464
C -5.34684 2.57583 -3.42801 0.29 0.09 -0.17 -0.032
C -4.98022 4.12878 -1.55540 -0.45 -0.68 0.03 -0.022
N -5.32249 1.78185 -1.04825 -0.41 -0.93 -1.54 -0.135
O -6.60151 1.84783 -1.03178 0.30 0.28 0.40 -0.004
C -4.80516 0.40106 -0.92130 0.09 -0.63 0.97 -0.465
C -5.31724 -0.53266 -2.01666 0.11 -0.09 0.04 -0.017
C -5.33602 -0.13780 0.41023 0.14 0.07 0.00 -0.041
C -3.25767 0.32309 -0.87669 -0.32 0.64 -0.05 -0.101
H -1.21425 -1.99212 -1.05555 -0.19 -0.06 0.22 0.066
H -0.88468 -1.68871 -2.75294 -0.16 0.02 -0.18 0.069
H 0.13670 -2.77914 -1.83560 0.03 -0.18 -0.15 0.071
H 1.01430 -0.28762 -2.23624 0.23 0.03 -0.15 0.111
H 1.23739 -1.11906 -0.69479 0.32 -0.02 -0.03 0.092
H -0.87053 -0.06120 0.14202 0.01 -0.14 0.24 0.074
H 0.50692 1.02418 -0.14371 -0.06 0.09 0.40 0.103
H -1.22215 0.72078 -2.51374 -0.15 -0.33 -0.12 0.124
H 0.83489 2.34485 -1.88980 0.19 -0.04 0.08 0.079
H -0.42791 2.75818 -3.03156 0.10 0.14 -0.20 0.080
H -0.52169 3.39471 -1.42887 0.23 0.18 0.26 0.046
H -1.64625 3.73455 0.32784 0.38 -0.29 -0.22 0.021
H -1.50161 1.70596 1.29917 0.33 0.05 -0.40 0.006
H -3.80090 3.77988 1.46316 -0.28 -0.11 0.15 -0.035
H -3.01811 1.88010 -3.09463 0.11 -0.11 -0.16 0.127
H -2.66149 3.39095 -2.31134 -0.12 0.30 -0.13 0.107
H -5.03398 1.70280 -3.99207 -0.15 -0.26 0.00 0.070
H -6.42263 2.65732 -3.36604 -0.25 -0.20 0.08 0.086
H -5.00054 3.44296 -3.98537 0.09 0.12 -0.19 0.092
H -5.13650 4.10024 -0.48516 0.17 0.21 0.21 0.062
H -5.89345 4.50236 -2.00770 -0.14 0.07 -0.01 0.078
H -4.17249 4.79436 -1.82666 0.22 0.17 0.00 0.076
H -5.00996 -0.25284 -3.01903 -0.05 0.17 -0.15 0.075
H -4.88698 -1.51025 -1.81922 0.11 -0.21 0.01 0.088
H -6.38990 -0.65695 -1.95256 -0.29 0.24 -0.16 0.088
H -6.41825 -0.14910 0.43291 -0.17 0.16 0.02 0.082
H -4.98847 -1.15652 0.55649 0.13 -0.21 -0.05 0.085
H -4.93922 0.48248 1.20674 -0.15 0.17 0.25 0.057
H -2.94958 -0.15743 0.04724 -0.04 -0.12 0.17 0.093
H -2.94843 -0.33929 -1.67728 0.20 -0.13 -0.21 0.111
C -2.58156 -0.73035 3.07835 0.01 -0.01 -0.07 -0.055
C -3.49178 -1.65610 3.57693 0.04 0.00 0.00 -0.044
C -3.05115 -2.70520 4.36587 -0.09 0.06 -0.06 0.004
C -1.69671 -2.84051 4.64818 0.07 0.04 -0.04 -0.081
C -0.78141 -1.92257 4.12831 -0.01 -0.10 0.07 -0.082
C -1.23150 -0.86280 3.35228 -0.09 0.08 -0.11 -0.004
C 0.67871 -2.06999 4.37774 0.15 0.16 -0.08 -0.277
O 1.47355 -1.26965 3.92648 -0.01 -0.03 -0.01 0.095
C 1.13848 -3.23118 5.18813 -0.08 -0.05 0.02 -0.083
C 2.49980 -3.41916 5.39282 0.11 -0.05 0.05 -0.003
C 2.94283 -4.48643 6.15442 -0.04 -0.03 0.02 -0.057
C 2.02795 -5.36746 6.72173 0.02 0.04 -0.02 -0.056
C 0.67079 -5.18804 6.51748 0.09 -0.09 0.05 -0.001
C 0.22094 -4.12509 5.74467 0.05 0.09 -0.06 -0.082
C -1.24188 -3.96596 5.51051 -0.18 -0.15 0.10 -0.277
O -2.03926 -4.73473 6.00552 0.04 0.02 -0.02 0.108
H -2.92759 0.09323 2.46774 -0.09 0.09 0.05 0.072
H -4.54507 -1.55478 3.35013 0.00 0.02 0.00 0.109
H -3.75334 -3.42486 4.76299 0.07 -0.05 0.06 0.121
H -0.51952 -0.14801 2.96130 0.08 -0.05 0.04 0.110
H 3.20649 -2.72935 4.95307 -0.07 0.07 -0.03 0.119
H 4.00353 -4.63343 6.30930 0.00 0.00 0.01 0.107
H 2.37644 -6.19758 7.32179 0.01 0.00 0.00 0.108
H -0.04460 -5.87189 6.95244 -0.08 0.04 -0.05 0.121
C 8.16794 0.45255 -5.48840 -0.03 -0.03 0.00 -0.056
C 7.17782 -0.49301 -5.73475 0.03 0.04 0.02 -0.057
C 6.20188 -0.74132 -4.78528 0.04 -0.04 -0.12 -0.002
C 6.21680 -0.05159 -3.57940 0.07 0.07 0.05 -0.083
C 7.22185 0.88419 -3.32464 -0.09 -0.07 0.02 -0.082
C 8.19082 1.13923 -4.28685 0.07 -0.01 -0.11 -0.002
C 7.28224 1.60781 -2.02380 0.17 0.17 0.05 -0.277
O 8.15081 2.42633 -1.80544 -0.03 -0.03 -0.01 0.107
C 6.25033 1.29376 -0.99708 -0.05 -0.07 -0.04 -0.083
C 6.31416 1.91766 0.24281 -0.04 0.03 0.12 -0.001
C 5.35489 1.64629 1.20347 -0.03 -0.02 -0.03 -0.053
C 4.32217 0.75537 0.92852 0.01 0.03 0.02 -0.049
C 4.25765 0.12743 -0.30365 -0.10 0.01 0.16 -0.001
C 5.22296 0.38766 -1.26756 0.08 0.05 -0.02 -0.081
C 5.14946 -0.31878 -2.57604 -0.19 -0.15 -0.05 -0.276
O 4.24458 -1.09139 -2.81793 0.03 0.03 0.01 0.102
H 8.92526 0.65026 -6.23540 0.00 0.00 0.00 0.107
H 7.16816 -1.03556 -6.67078 0.00 0.00 -0.01 0.107
H 5.42697 -1.47130 -4.97332 -0.05 0.02 0.09 0.120
H 8.96028 1.87211 -4.08818 -0.03 0.01 0.10 0.121
H 7.11643 2.61193 0.45042 0.04 0.00 -0.10 0.121
H 5.40907 2.12994 2.16977 -0.01 0.00 0.01 0.108
H 3.56986 0.54824 1.67913 0.00 -0.02 0.01 0.108
H 3.45867 -0.56868 -0.51734 0.05 -0.03 -0.11 0.101